This record from the Open Molecules 2025 dataset describes the molecule C3H4OS. The level of theory is wB97M-V/def2-TZVPD.

Geometry as XYZ:
```
9
Properties=species:S:1:pos:R:3:lowdin_charge:R:1
C -0.42 0.91 0.74 0.027
C -0.12 -0.09 -0.08 -0.318
C -0.83 -1.72 -1.85 -0.604
O -1.08 -0.71 -0.71 -0.115
S -2.00 -2.25 -2.79 0.735
H 0.29 1.34 1.35 0.027
H -1.44 1.10 0.97 0.059
H 0.95 -0.27 0.01 0.120
H 0.21 -1.99 -2.18 0.068
```

Output
Total energy (a.u.): -590.03570
Molecular weight (g mol⁻¹): 88.13
E_HOMO (eV): -9.074
Total charge: 0
Maximum force (hartree/bohr): 0.122
Spin multiplicity: 1
Structure (SMILES): C=COC=S



This record from the Open Molecules 2025 dataset describes a 2-piece molecular cluster, C3H4OS overall. The level of theory is wB97M-V/def2-TZVPD.

Geometry as XYZ:
```
9
Properties=species:S:1:pos:R:3:lowdin_charge:R:1
C 1.92 -1.29 1.96 0.011
C -0.60 0.57 -1.44 -0.499
C -0.92 0.41 -0.04 -0.548
O 1.09 -0.98 1.14 -0.026
S -1.73 1.80 -0.66 0.796
H 2.24 -0.65 2.73 0.026
H 0.44 0.92 -1.76 0.092
H -0.90 -0.22 -2.11 0.056
H -1.53 -0.56 0.17 0.093
```

Output
Total energy (a.u.): -589.93597
Molecular weight (g mol⁻¹): 88.13
E_HOMO (alpha / beta) (eV): -8.821 / -8.007
Total charge: 0
Maximum force (hartree/bohr): 0.094
Spin multiplicity: 1



This record from the Open Molecules 2025 dataset describes the molecule C3H4OS. The level of theory is wB97M-V/def2-TZVPD.

Geometry as XYZ:
```
9
Properties=species:S:1:pos:R:3:lowdin_charge:R:1
C 0.26 0.79 0.12 -0.529
C 1.46 0.63 1.06 -0.556
C -0.69 -0.22 -0.35 -0.017
O 0.21 1.93 -0.29 0.080
S 1.94 -0.78 1.72 0.720
H 1.87 1.56 1.32 0.041
H -0.03 -0.55 -1.14 0.099
H -1.47 0.35 -0.64 0.048
H -1.11 -1.12 0.18 0.112
```

Output
Total energy (a.u.): -590.07793
Molecular weight (g mol⁻¹): 88.13
E_HOMO (eV): -9.219
Total charge: 0
Maximum force (hartree/bohr): 0.064
Spin multiplicity: 1
Structure (SMILES): CC(=O)C=S



Energy relative to the best compared isomer or geometry (same formula, charge and spin) per entry: 233.5 495.4 122.7 kJ/mol